No. 1
{"formula": "C3H4O3", "method": "the ωB97M-V functional and the def2-TZVPD basis", "symbols": ["O", "O", "H", "H", "C", "O", "C", "H", "C", "H"], "coordinates": [[-0.410, -0.644, -0.198], [-0.135, 1.460, 0.204], [1.780, 0.859, -0.329], [1.240, 0.285, 1.276], [1.223, 1.119, 0.574], [-1.010, -2.792, -0.423], [-1.242, -1.649, -0.654], [-2.084, -1.252, -1.237], [-0.989, 0.590, -0.240], [1.626, 2.024, 1.028]], "orbital_gap_ev": 10.74, "lumo_energy_ev": 0.848, "de_lowest_kcal_mol": 64.1, "e_homo_ev": -9.888}

No. 2
{"formula": "CH5BrOSi", "method": "the ωB97M-V functional and the def2-TZVPD basis", "symbols": ["H", "O", "H", "Si", "H", "H", "Br", "C", "H"], "coordinates": [[-1.595, -0.977, 0.442], [0.095, 0.674, 0.565], [-1.071, -0.073, -1.250], [1.539, 0.116, 0.249], [2.523, 1.005, 0.808], [1.625, -1.251, 0.821], [-3.075, 0.916, -0.030], [-1.662, -0.190, -0.273], [1.622, -0.220, -1.331]], "orbital_gap_ev": 8.35, "lumo_energy_ev": -1.221, "de_lowest_kcal_mol": 70.2, "e_homo_ev": -9.568}

No. 3
{"formula": "C32H27EuN5O6S2", "method": "the ωB97M-V functional and the def2-TZVPD basis", "symbols": ["C", "H", "H", "H", "N", "H", "N", "H", "C", "C", "C", "C", "C", "Eu", "C", "H", "C", "C", "O", "H", "O", "N", "H", "H", "H", "S", "H", "C", "H", "C", "C", "C", "C", "H", "C", "C", "N", "H", "S", "C", "H", "H", "H", "H", "C", "C", "H", "H", "C", "C", "O", "O", "C", "H", "H", "C", "C", "C", "N", "C", "C", "H", "C", "C", "H", "H", "C", "C", "H", "C", "O", "H", "O"], "coordinates": [[-0.683, -1.809, -1.282], [-5.549, -1.193, 1.835], [3.874, 0.742, 8.303], [-4.620, -2.662, 1.553], [1.451, 0.505, 1.661], [6.005, 0.787, 1.447], [-2.920, -0.421, -3.480], [-2.779, -4.231, -3.779], [5.065, 0.770, 0.910], [-2.092, -1.219, -2.815], [2.513, 0.997, -3.194], [-2.667, -0.367, 2.539], [1.842, 0.666, 7.589], [-0.698, 0.578, 0.331], [2.562, 0.648, 5.228], [0.076, -3.329, -2.615], [-0.869, -3.022, -2.163], [3.838, 0.709, 1.667], [-2.355, -0.946, 1.212], [3.180, 1.347, -8.070], [-1.016, 1.794, 2.022], [-1.819, -2.493, -3.133], [0.616, 1.338, -7.506], [0.503, 0.369, 3.457], [-3.226, -2.249, 3.401], [3.713, 1.165, -5.704], [0.385, 1.105, -2.823], [3.196, 0.709, 7.464], [-1.759, -0.304, 3.130], [1.468, 0.474, 2.975], [1.407, 1.267, -6.775], [2.592, 0.791, -0.440], [-3.738, -0.859, 0.706], [0.211, 1.154, -4.923], [-2.296, 2.160, 2.127], [2.359, 1.101, -4.658], [1.396, 0.898, -1.069], [4.756, 0.781, 3.604], [1.068, 0.642, 6.072], [2.730, 1.275, -7.092], [-1.280, -3.859, -1.598], [-4.046, 1.278, 2.890], [4.651, 0.920, -3.112], [-5.049, 0.876, 0.801], [-3.985, 0.660, 0.786], [2.619, 0.661, 0.998], [-3.788, -1.274, -0.294], [1.256, 0.663, 8.495], [1.196, 1.166, -5.372], [-3.288, 0.989, 2.163], [-2.705, 3.287, 2.184], [-4.157, 1.155, -1.512], [-2.410, -3.292, -4.190], [-4.287, -0.917, 3.874], [5.964, 0.826, -1.002], [3.723, 0.908, -2.549], [5.043, 0.793, -0.435], [3.816, 0.705, 3.070], [-1.408, -0.764, -1.743], [-4.540, -1.600, 1.774], [-3.709, -1.338, 3.053], [-1.685, -3.503, -4.975], [-3.453, 1.275, -0.520], [1.368, 1.002, -2.380], [-3.265, 0.403, -2.969], [-3.256, -2.777, -4.637], [3.790, 0.815, -1.149], [3.607, 0.699, 6.103], [4.645, 0.721, 5.798], [2.627, 0.622, 3.756], [0.026, -1.732, -0.276], [-3.493, -0.792, -4.217], [-2.247, 1.759, -0.526]], "total_charge": 1, "multiplicity": 7, "orbital_gap_ev": [5.23, 4.66], "s_squared": 12.07, "lumo_energy_ev": [-2.503, -5.965], "e_homo_ev": [-7.736, -10.622]}

Copy entry 3 word for word.
{"formula": "C32H27EuN5O6S2", "method": "the ωB97M-V functional and the def2-TZVPD basis", "symbols": ["C", "H", "H", "H", "N", "H", "N", "H", "C", "C", "C", "C", "C", "Eu", "C", "H", "C", "C", "O", "H", "O", "N", "H", "H", "H", "S", "H", "C", "H", "C", "C", "C", "C", "H", "C", "C", "N", "H", "S", "C", "H", "H", "H", "H", "C", "C", "H", "H", "C", "C", "O", "O", "C", "H", "H", "C", "C", "C", "N", "C", "C", "H", "C", "C", "H", "H", "C", "C", "H", "C", "O", "H", "O"], "coordinates": [[-0.683, -1.809, -1.282], [-5.549, -1.193, 1.835], [3.874, 0.742, 8.303], [-4.620, -2.662, 1.553], [1.451, 0.505, 1.661], [6.005, 0.787, 1.447], [-2.920, -0.421, -3.480], [-2.779, -4.231, -3.779], [5.065, 0.770, 0.910], [-2.092, -1.219, -2.815], [2.513, 0.997, -3.194], [-2.667, -0.367, 2.539], [1.842, 0.666, 7.589], [-0.698, 0.578, 0.331], [2.562, 0.648, 5.228], [0.076, -3.329, -2.615], [-0.869, -3.022, -2.163], [3.838, 0.709, 1.667], [-2.355, -0.946, 1.212], [3.180, 1.347, -8.070], [-1.016, 1.794, 2.022], [-1.819, -2.493, -3.133], [0.616, 1.338, -7.506], [0.503, 0.369, 3.457], [-3.226, -2.249, 3.401], [3.713, 1.165, -5.704], [0.385, 1.105, -2.823], [3.196, 0.709, 7.464], [-1.759, -0.304, 3.130], [1.468, 0.474, 2.975], [1.407, 1.267, -6.775], [2.592, 0.791, -0.440], [-3.738, -0.859, 0.706], [0.211, 1.154, -4.923], [-2.296, 2.160, 2.127], [2.359, 1.101, -4.658], [1.396, 0.898, -1.069], [4.756, 0.781, 3.604], [1.068, 0.642, 6.072], [2.730, 1.275, -7.092], [-1.280, -3.859, -1.598], [-4.046, 1.278, 2.890], [4.651, 0.920, -3.112], [-5.049, 0.876, 0.801], [-3.985, 0.660, 0.786], [2.619, 0.661, 0.998], [-3.788, -1.274, -0.294], [1.256, 0.663, 8.495], [1.196, 1.166, -5.372], [-3.288, 0.989, 2.163], [-2.705, 3.287, 2.184], [-4.157, 1.155, -1.512], [-2.410, -3.292, -4.190], [-4.287, -0.917, 3.874], [5.964, 0.826, -1.002], [3.723, 0.908, -2.549], [5.043, 0.793, -0.435], [3.816, 0.705, 3.070], [-1.408, -0.764, -1.743], [-4.540, -1.600, 1.774], [-3.709, -1.338, 3.053], [-1.685, -3.503, -4.975], [-3.453, 1.275, -0.520], [1.368, 1.002, -2.380], [-3.265, 0.403, -2.969], [-3.256, -2.777, -4.637], [3.790, 0.815, -1.149], [3.607, 0.699, 6.103], [4.645, 0.721, 5.798], [2.627, 0.622, 3.756], [0.026, -1.732, -0.276], [-3.493, -0.792, -4.217], [-2.247, 1.759, -0.526]], "total_charge": 1, "multiplicity": 7, "orbital_gap_ev": [5.23, 4.66], "s_squared": 12.07, "lumo_energy_ev": [-2.503, -5.965], "e_homo_ev": [-7.736, -10.622]}